(1)
{
  "formula": "C52H47N13OSn",
  "method": "ωB97M-V with the def2-TZVPD basis set",
  "elements": ["Sn", "C", "N", "C", "C", "N", "C", "C", "C", "C", "C", "C", "N", "C", "N", "C", "C", "C", "C", "C", "C", "N", "H", "H", "H", "H", "H", "H", "H", "H", "H", "H", "H", "H", "H", "H", "H", "C", "C", "C", "C", "C", "C", "C", "C", "C", "C", "C", "C", "C", "C", "C", "N", "H", "H", "H", "H", "H", "H", "H", "H", "H", "H", "C", "N", "C", "C", "N", "C", "H", "H", "H", "H", "H", "H", "N", "C", "C", "N", "C", "C", "N", "H", "H", "H", "H", "H", "N", "C", "O", "C", "C", "C", "N", "C", "C", "H", "H", "H", "H", "H", "H", "C", "C", "C", "C", "C", "C", "C", "H", "H", "H", "H", "H"],
  "xyz": [[0.49, -0.46, -0.38], [-3.36, 1.64, 0.73], [-1.99, 2.02, 1.06], [-1.32, 3.15, 0.41], [-0.25, 3.00, -0.65], [-0.14, 2.19, -1.66], [0.93, 2.65, -2.41], [1.44, 2.19, -3.62], [2.51, 2.88, -4.17], [3.06, 4.00, -3.54], [2.55, 4.48, -2.35], [1.48, 3.78, -1.80], [0.70, 4.00, -0.69], [-3.68, 0.68, -0.37], [-3.10, 0.58, -1.52], [-3.75, -0.44, -2.19], [-3.53, -0.96, -3.46], [-4.36, -1.98, -3.89], [-5.39, -2.48, -3.09], [-5.62, -1.97, -1.82], [-4.79, -0.95, -1.39], [-4.73, -0.20, -0.23], [-3.92, 2.56, 0.56], [-3.76, 1.18, 1.65], [-1.38, 1.21, 1.10], [-0.82, 3.71, 1.21], [-2.10, 3.80, 0.00], [1.03, 1.31, -4.10], [2.94, 2.52, -5.10], [3.89, 4.51, -4.01], [2.98, 5.34, -1.85], [0.93, 4.61, 0.07], [-2.72, -0.58, -4.07], [-4.21, -2.41, -4.87], [-6.02, -3.27, -3.47], [-6.41, -2.37, -1.19], [-5.22, -0.40, 0.62], [2.17, 2.77, 2.59], [3.40, 3.07, 2.03], [3.79, 2.44, 0.86], [2.98, 1.47, 0.24], [1.71, 1.16, 0.80], [1.35, 1.84, 1.96], [3.40, 0.78, -0.97], [4.67, 0.93, -1.53], [5.00, 0.36, -2.74], [4.03, -0.39, -3.45], [4.24, -0.90, -4.73], [3.18, -1.58, -5.39], [2.01, -1.86, -4.78], [1.79, -1.56, -3.33], [2.78, -0.59, -2.77], [2.50, -0.03, -1.60], [1.85, 3.23, 3.52], [4.07, 3.78, 2.50], [4.75, 2.71, 0.42], [0.38, 1.63, 2.42], [5.43, 1.49, -1.00], [5.99, 0.49, -3.16], [5.18, -0.72, -5.23], [3.32, -1.86, -6.44], [1.20, -2.35, -5.31], [0.77, -1.18, -3.18], [3.57, -2.36, 4.26], [2.84, -2.44, 3.01], [2.43, -3.58, 2.37], [1.70, -3.18, 1.29], [1.67, -1.81, 1.27], [2.35, -1.40, 2.31], [4.28, -3.19, 4.31], [2.89, -2.42, 5.11], [4.10, -1.42, 4.31], [2.72, -4.56, 2.72], [1.21, -3.74, 0.52], [2.53, -0.37, 2.56], [-4.60, -3.99, 1.19], [-3.69, -3.11, 1.82], [-2.72, -2.42, 1.11], [-1.82, -1.62, 1.67], [-1.84, -1.51, 3.04], [-2.82, -2.27, 3.74], [-3.73, -3.03, 3.15], [-4.96, -3.64, 0.31], [-5.35, -4.25, 1.82], [-2.67, -2.52, 0.03], [-0.04, -0.46, 2.95], [-2.83, -2.30, 4.82], [1.81, -6.15, -5.16], [0.75, -6.04, -4.30], [-0.11, -6.92, -4.28], [0.74, -4.81, -3.48], [1.88, -4.15, -3.16], [1.82, -2.88, -2.39], [0.68, -2.80, -1.50], [-0.42, -3.43, -1.90], [-0.50, -4.35, -2.92], [1.85, -6.95, -5.77], [2.45, -5.39, -5.29], [2.86, -4.56, -3.38], [2.73, -2.77, -1.78], [-1.30, -3.23, -1.29], [-1.43, -4.83, -3.18], [-0.84, -0.71, 3.63], [-0.70, -0.26, 4.96], [0.56, 0.23, 5.40], [0.77, 0.68, 6.69], [-0.27, 0.70, 7.62], [-1.53, 0.30, 7.20], [-1.75, -0.17, 5.92], [1.37, 0.24, 4.68], [1.76, 1.03, 6.98], [-0.09, 1.03, 8.64], [-2.36, 0.37, 7.90], [-2.76, -0.42, 5.62]],
  "mulliken_charge": [0.45, -1.41, 0.30, -1.07, 0.67, -0.46, 0.87, -0.56, -0.50, -0.64, -1.10, 0.26, -0.02, 0.70, -0.40, 0.44, -0.55, -0.55, -0.52, -0.92, 0.33, -0.03, 0.50, 0.35, -0.45, 0.33, 0.48, 0.34, 0.32, 0.35, 0.40, 0.37, 0.40, 0.39, 0.36, 0.52, 0.32, -1.06, -1.25, -0.18, 0.81, 0.35, 0.04, 0.40, -1.04, -2.18, 1.17, -0.97, -0.62, -1.35, 1.23, -0.61, 1.54, 0.46, 0.32, 0.27, 0.19, 0.40, 0.31, 0.27, 0.33, 0.51, -0.25, -0.96, 0.29, -0.81, -1.03, 1.20, -1.01, 0.34, 0.30, 0.33, 0.43, 0.42, 0.43, -0.59, -0.18, 0.26, 0.79, -0.84, -0.98, -0.72, 0.25, 0.28, -0.14, -0.14, 0.65, -0.32, -0.11, -0.70, 1.70, -1.85, 0.63, 0.55, -0.22, -1.84, 0.21, 0.20, 0.35, 0.22, 0.28, 0.48, 0.49, 0.92, -0.04, -0.89, -0.51, -0.61, -0.84, 0.42, 0.35, 0.36, 0.34, 0.47],
  "e_lumo_ev": 4.2,
  "mol_weight_g_mol": 988.75,
  "homo_ev": -0.39,
  "total_charge": -2
}


(2)
{
  "formula": "C52H47N9O6P2Se2Y",
  "method": "ωB97M-V with the def2-TZVPD basis set",
  "elements": ["Y", "O", "C", "C", "C", "N", "C", "C", "C", "O", "O", "C", "O", "O", "H", "H", "H", "Se", "P", "C", "C", "C", "C", "C", "C", "C", "C", "C", "C", "C", "C", "C", "C", "N", "N", "N", "P", "Se", "C", "C", "C", "C", "C", "C", "C", "C", "C", "C", "C", "C", "H", "H", "H", "H", "H", "H", "H", "H", "H", "H", "H", "H", "H", "H", "H", "H", "H", "H", "H", "H", "N", "C", "C", "C", "C", "C", "C", "C", "C", "C", "C", "C", "C", "H", "H", "H", "H", "H", "H", "H", "H", "H", "H", "C", "N", "C", "N", "O", "H", "H", "H", "H", "H", "H", "C", "C", "C", "C", "N", "N", "C", "H", "H", "H", "H", "H", "H", "H", "H"],
  "xyz": [[0.41, -0.08, -0.86], [3.41, -5.21, 1.78], [2.70, -4.21, 1.19], [2.93, -3.82, -0.13], [2.17, -2.79, -0.63], [1.25, -2.16, 0.08], [1.01, -2.56, 1.34], [1.72, -3.58, 1.93], [-0.16, -1.88, 2.03], [-0.36, -2.13, 3.22], [-0.86, -1.16, 1.24], [2.34, -2.31, -2.07], [3.17, -2.88, -2.77], [1.58, -1.32, -2.39], [4.04, -5.57, 1.14], [3.67, -4.29, -0.77], [1.48, -3.87, 2.95], [-6.64, -0.69, -2.81], [-5.73, -2.10, -1.52], [-6.71, -2.46, -0.03], [-7.99, -1.93, 0.08], [-8.81, -2.31, 1.14], [-8.36, -3.21, 2.09], [-7.08, -3.74, 1.98], [-6.27, -3.38, 0.92], [-5.60, -3.76, -2.26], [-6.47, -4.12, -3.27], [-6.46, -5.41, -3.79], [-5.56, -6.34, -3.30], [-4.68, -5.99, -2.29], [-4.70, -4.70, -1.77], [-3.97, -1.71, -1.19], [-3.08, -1.01, -0.35], [-1.91, -0.94, -1.04], [-2.09, -1.55, -2.20], [-3.29, -2.02, -2.32], [-3.31, -0.54, 1.41], [-2.57, 1.17, 2.48], [-3.23, -2.11, 2.32], [-3.45, -2.12, 3.69], [-3.38, -3.31, 4.40], [-3.05, -4.49, 3.76], [-2.78, -4.48, 2.40], [-2.87, -3.30, 1.68], [-5.09, -0.07, 1.37], [-5.92, -0.30, 2.47], [-7.16, 0.30, 2.55], [-7.61, 1.13, 1.53], [-6.80, 1.34, 0.43], [-5.55, 0.75, 0.35], [-8.33, -1.21, -0.66], [-9.80, -1.88, 1.22], [-9.00, -3.50, 2.91], [-6.71, -4.45, 2.71], [-5.29, -3.82, 0.84], [-7.16, -3.37, -3.67], [-7.14, -5.67, -4.59], [-5.54, -7.35, -3.71], [-3.96, -6.71, -1.91], [-3.98, -4.43, -1.01], [-3.63, -1.18, 4.20], [-3.55, -3.30, 5.47], [-2.98, -5.41, 4.32], [-2.48, -5.39, 1.89], [-2.62, -3.29, 0.63], [-5.60, -0.96, 3.27], [-7.79, 0.10, 3.41], [-8.58, 1.60, 1.59], [-7.15, 1.96, -0.39], [-4.93, 0.93, -0.52], [-0.73, 1.98, -0.06], [-0.29, 3.26, -0.50], [-1.25, 4.13, -0.99], [-0.92, 5.40, -1.43], [0.40, 5.82, -1.36], [1.36, 4.95, -0.88], [1.06, 3.65, -0.45], [2.18, 2.75, -0.06], [3.24, 3.32, 0.67], [4.37, 2.58, 0.98], [4.45, 1.26, 0.55], [3.37, 0.69, -0.13], [2.20, 1.39, -0.45], [-1.73, 1.96, 0.05], [-0.36, 1.73, 0.86], [-2.29, 3.80, -1.02], [-1.69, 6.06, -1.81], [0.69, 6.81, -1.70], [2.40, 5.25, -0.88], [3.17, 4.35, 1.00], [5.18, 3.03, 1.54], [5.33, 0.67, 0.77], [3.48, -0.35, -0.42], [2.63, -0.63, 3.91], [2.12, 0.73, 3.99], [1.33, 1.22, 2.99], [0.84, 2.48, 3.20], [1.12, 0.59, 1.96], [3.41, -0.74, 4.66], [3.07, -0.77, 2.93], [1.85, -1.37, 4.06], [1.97, 1.11, 4.91], [1.26, 3.06, 3.90], [0.42, 2.95, 2.42], [-1.78, -0.06, -6.29], [-0.94, 0.61, -5.25], [-0.01, 1.62, -5.33], [0.47, 1.79, -4.03], [-0.14, 0.95, -3.19], [-0.99, 0.24, -3.97], [1.50, 2.77, -3.58], [-1.68, 0.46, -7.24], [-2.83, -0.06, -6.01], [-1.48, -1.10, -6.43], [0.30, 2.16, -6.22], [-1.47, -0.56, -3.55], [2.20, 2.97, -4.40], [2.07, 2.39, -2.74], [1.04, 3.72, -3.29]],
  "mulliken_charge": [0.62, -0.56, 0.98, -0.71, -0.06, 0.89, 0.51, -1.15, -0.62, -0.82, 1.18, 0.08, -0.80, -0.63, 0.30, 0.46, 0.54, -0.43, 0.54, 0.67, -0.44, -0.75, -0.59, -0.65, 0.11, 0.80, -0.84, -0.57, -0.50, -0.92, 0.14, 0.85, -0.95, 1.19, -1.11, -0.74, 0.80, -0.45, 0.90, -0.87, -1.17, -0.81, -0.80, -0.19, 0.24, -0.34, -0.61, -0.69, -0.74, -0.09, 0.29, 0.40, 0.39, 0.45, 0.05, 0.35, 0.39, 0.37, 0.44, 0.07, 0.62, 0.41, 0.43, 0.49, 0.63, 0.20, 0.42, 0.41, 0.42, 0.51, 0.89, -0.10, -0.66, -0.67, -0.84, -0.64, 0.00, 1.41, -0.61, -0.93, -0.83, -0.75, 0.79, -0.16, -0.80, 0.53, 0.39, 0.37, 0.48, 0.49, 0.35, 0.41, 0.33, -0.66, -0.30, -0.37, -0.32, 0.81, 0.40, 0.12, 0.21, 0.22, 0.22, 0.12, -1.37, 0.75, -1.45, 0.52, 0.42, -0.01, -0.78, 0.35, 0.31, 0.27, 0.42, 0.15, 0.43, 0.04, 0.12],
  "e_lumo_ev": 2.3,
  "mol_weight_g_mol": 1202.78,
  "homo_ev": -5.08,
  "total_charge": -1
}